C2H4NP | the ωB97M-V functional and the def2-TZVPD basis

Positions of all 8 atoms, in Å:
1 P -0.35 -1.52 0.47
2 N -0.14 0.03 -0.38
3 C -0.61 1.16 -0.02
4 C 0.91 1.19 -0.26
5 H 1.32 1.12 0.63
6 H -1.13 -2.04 -0.64
7 H 1.21 0.87 -1.13
8 H -1.22 -0.81 1.33

Results
- maximum force (eV/Å) = 5.392
- HOMO (eV) = -8.918
- ΔE to the lowest compared entry with this formula, charge and spin (kcal per mole) = 105.93

Results of the Mulliken charge analysis, in e, for atoms 1 through 5: atom 1 (P): -0.037, atom 2 (N): 0.004, atom 3 (C): -0.263, atom 4 (C): -0.580, atom 5 (H): 0.252

C4H8N2 | the ωB97M-V functional and the def2-TZVPD basis

Positions of all 14 atoms, in Å:
1 N -1.80 -0.65 -0.12
2 N 0.53 -0.31 0.49
3 C -0.60 -1.12 -0.09
4 C 1.81 -0.41 0.15
5 C 1.17 0.79 -0.37
6 C -1.85 0.61 0.26
7 H -1.83 0.47 1.52
8 H -0.92 1.17 -0.43
9 H 1.41 1.84 0.18
10 H 2.07 -1.73 -0.23
11 H -0.40 -2.11 -0.77
12 H 0.90 0.82 -1.45
13 H 2.41 -0.28 1.14
14 H -2.90 0.92 -0.28

Results
- maximum force (eV/Å) = 8.224
- HOMO (eV) = -9.227
- ΔE to the lowest compared entry with this formula, charge and spin (kcal per mole) = 156.24

Results of the Mulliken charge analysis, in e, for atoms 1 through 5: atom 1 (N): -0.404, atom 2 (N): -0.171, atom 3 (C): 0.081, atom 4 (C): -0.272, atom 5 (C): -0.631

no.,Kohn-Sham gap (eV)
1,9.413
2,10.138